Record 1
Computed, not measured: a cluster of 10 separate species, C26H46Cl4F2O24 in total at a distorted geometry, with wB97M-V/def2-TZVPD.

Structure (XYZ):
```
102
Properties=species:S:1:pos:R:3:forces:R:3
O 12.4429 9.7559 22.5903 -0.29 0.25 -0.26
C 12.5482 10.6812 21.8534 1.35 -0.03 0.81
O 13.3365 11.7674 22.0703 -0.57 0.35 0.01
C 12.9608 12.7423 21.0682 0.23 0.42 0.56
C 12.6112 11.8288 19.9257 -0.28 0.74 -0.02
F 13.7494 11.3926 19.2881 -0.24 -0.25 0.11
O 12.0002 10.7849 20.6278 -0.15 -0.65 -0.78
H 12.0943 13.3051 21.4228 -0.16 -0.30 -0.10
H 13.7353 13.4912 20.9283 0.38 -0.49 -0.25
H 11.9071 12.1979 19.1807 0.20 0.02 0.13
O 11.1031 18.2902 14.2930 -0.26 0.07 0.24
C 10.1673 17.8494 13.7168 -0.35 -0.69 -0.24
O 9.0612 17.2606 14.2372 0.27 0.00 -0.01
C 8.3612 16.5862 13.1572 -0.98 0.92 0.97
C 8.8003 17.4053 11.9758 0.58 -0.51 -0.26
F 8.0812 18.5587 11.7859 -0.33 -0.38 0.15
O 10.0842 17.7860 12.3588 0.49 0.42 -0.64
H 8.6430 15.5398 13.1775 0.23 0.02 -0.45
H 7.2878 16.6651 13.3193 0.05 0.05 0.19
H 8.8221 16.8501 11.0367 0.13 0.20 -0.01
C 12.4662 15.6222 10.8131 -0.82 0.78 -0.02
O 11.6379 14.4818 10.5934 -0.09 -0.42 -0.41
C 10.8086 14.1038 11.5497 0.32 0.42 -0.11
O 10.7080 14.6242 12.6301 -0.13 0.03 0.53
O 10.1046 13.0837 11.0953 -0.28 -0.53 -0.79
C 9.2205 12.4364 11.9844 -0.92 0.09 0.94
H 12.8702 15.8377 9.8280 0.63 -0.26 0.26
H 13.1585 15.4541 11.6336 0.29 -0.06 -0.29
H 11.8581 16.5002 11.0534 -0.06 -0.22 0.25
H 8.5172 13.1312 12.4554 0.49 0.26 0.22
H 9.7871 11.8933 12.7380 -0.10 0.02 0.11
H 8.5293 11.7632 11.4802 0.66 -0.14 -0.62
C 10.6604 10.2019 16.6074 -0.65 0.67 -0.46
O 10.4091 9.4193 17.7595 0.53 -0.45 0.11
C 10.0174 10.0455 18.8626 -1.10 0.10 0.42
O 9.6822 11.2045 18.9405 0.28 0.53 -0.39
O 9.9372 9.1764 19.8371 -0.09 -1.19 -0.02
C 9.4285 9.5417 21.1215 0.71 0.44 0.59
H 10.5946 11.2635 16.8533 0.39 -0.07 0.03
H 9.8729 10.0279 15.8697 0.00 -0.23 0.06
H 11.6121 9.9289 16.1626 0.13 -0.02 0.25
H 9.5017 10.6183 21.2587 -0.34 -0.01 -0.08
H 10.0844 9.0980 21.8703 0.13 -0.11 -0.23
H 8.4294 9.1553 21.3010 -0.16 0.09 -0.49
C 8.1113 13.3058 15.8670 1.07 0.15 -0.14
O 7.2215 12.5864 15.0235 -0.11 -0.13 0.38
C 6.3309 13.2526 14.3028 -0.04 -0.03 -0.47
O 6.1321 14.4372 14.2560 0.26 0.26 0.37
O 5.7031 12.3518 13.5560 -0.08 -0.34 -0.23
C 4.6058 12.8196 12.7627 -0.22 -0.35 0.43
H 8.7581 13.9545 15.2767 -0.21 0.17 -0.06
H 8.7640 12.5487 16.3002 -0.13 -0.05 0.05
H 7.6759 13.8773 16.6826 -0.50 0.06 -0.28
H 4.0651 11.9086 12.5186 -0.06 0.10 -0.14
H 4.9274 13.3185 11.8514 0.15 0.12 0.10
H 3.9771 13.4614 13.3764 -0.01 0.15 -0.21
C 11.2053 15.4904 15.9493 1.35 0.24 0.37
O 10.2763 15.1208 16.9578 -1.15 0.30 -0.67
C 10.6522 14.6985 18.1379 0.88 0.27 0.68
O 11.7879 14.5768 18.5390 -0.03 -0.16 -0.09
O 9.5580 14.4617 18.8388 -1.45 0.58 -0.25
C 9.6197 14.0785 20.1908 1.11 -1.95 0.68
H 11.6577 16.4703 16.1157 -0.24 0.02 0.45
H 10.6921 15.5857 15.0021 -0.17 -0.62 0.06
H 12.0273 14.7740 15.9684 -0.12 -0.12 -0.46
H 10.0112 14.8064 20.8984 -0.01 0.42 -0.46
H 10.2368 13.1733 20.2236 0.12 0.26 0.26
H 8.6656 13.6948 20.5460 -0.38 0.55 -0.47
C 19.3205 14.9786 17.6417 1.08 0.22 0.32
O 18.1515 14.2179 17.4476 -0.20 -0.51 -0.34
C 16.9601 14.7408 17.7253 0.28 0.84 0.49
O 16.7382 15.9055 17.9389 -0.14 -0.10 -0.16
O 16.0919 13.7491 17.7781 -0.28 -0.97 -0.50
C 14.7125 14.0735 17.7581 -0.86 0.73 -0.20
H 19.1818 16.0473 17.7937 -0.51 -0.11 0.04
H 19.9928 14.8583 16.7913 -0.31 -0.15 -0.16
H 19.8416 14.5502 18.5017 -0.07 0.17 0.05
H 14.4493 14.7149 18.5933 -0.02 0.01 0.08
H 14.0852 13.1878 17.7569 0.61 -0.36 0.38
H 14.4095 14.5823 16.8407 0.45 0.31 -0.04
C 10.7830 14.6630 23.9729 1.16 0.13 -0.14
O 9.5197 14.0702 24.1859 -0.37 0.94 0.16
C 9.3875 12.7798 23.9283 -0.26 0.24 0.18
O 10.2414 12.0508 23.5090 0.34 -0.24 -0.38
O 8.1318 12.4554 24.2335 -0.36 -0.26 0.10
C 7.8049 11.0848 23.9933 1.45 -0.74 -0.25
H 10.8048 15.7034 24.2900 -0.69 -0.09 0.26
H 11.0691 14.6935 22.9207 -0.15 -0.35 -0.07
H 11.5561 14.1448 24.5387 0.00 -0.18 -0.10
H 7.6152 10.9268 22.9342 -0.63 0.14 0.00
H 7.0425 10.7179 24.6682 -0.36 0.51 -0.12
H 8.7055 10.4877 24.1687 -0.11 0.00 0.20
Cl 7.8830 16.2820 22.2179 0.48 -0.68 0.25
C 6.9833 17.6485 21.6663 -0.84 0.70 -0.04
Cl 7.5763 19.1739 22.3589 0.04 -0.03 -0.15
H 6.9948 17.7119 20.5833 0.23 0.03 0.04
H 5.9592 17.5324 22.0083 0.04 0.01 -0.03
Cl 5.1380 12.2409 17.7438 0.21 -0.24 0.20
C 6.7027 11.6927 18.3596 0.52 0.57 0.71
Cl 6.7408 11.4073 20.1470 -0.51 -0.16 -0.72
H 7.0701 10.8336 17.8114 -0.33 -0.26 0.20
H 7.4207 12.4929 18.2571 -0.06 0.10 -0.21
```
Positions in Å, forces in eV/Å.

As for the energy: -4864.6125 a.u. The value obtained for the HOMO-LUMO gap is 10.87 eV. The SMILES is O=C1OC[C@@H](F)O1.O=C1OC[C@@H](F)O1.COC(=O)OC.COC(=O)OC.COC(=O)OC.COC(=O)OC.COC(=O)OC.COC(=O)OC.ClCCl.ClCCl. The calculation puts the LUMO energy at 0.17 eV.

---

Record 2
Computed, not measured: the molecule C26H29N5O4, with wB97M-V/def2-TZVPD.

Structure (XYZ):
```
64
Properties=species:S:1:pos:R:3:forces:R:3
O 1.8998 -2.0967 -3.4988 0.29 -0.12 -0.09
C 0.8452 -1.7273 -3.0278 -0.28 0.33 -0.14
C 0.2215 -0.4115 -3.5014 0.09 0.01 -0.01
C -0.7248 0.3204 -2.5392 0.02 -0.12 -0.04
C -0.1489 0.3771 -1.1362 -0.49 -0.02 -0.30
O -0.5527 -0.4251 -0.2963 -0.21 -0.04 0.08
N 0.8390 1.2512 -0.8678 0.45 -0.12 0.09
C 1.0733 2.4508 -1.6636 -0.45 0.27 -0.16
C 0.0365 3.4915 -1.3811 0.51 0.46 0.59
C -0.0918 4.3895 -0.3632 0.19 -0.38 -0.50
C -1.3145 5.0693 -0.5895 -0.32 -0.14 -0.45
C -1.8379 4.5351 -1.7240 -0.23 0.57 0.59
O -1.0322 3.5757 -2.2120 0.14 -0.34 -0.34
C 1.5610 1.1507 0.4058 0.04 -0.01 0.19
C 0.8044 1.8429 1.5593 0.18 -0.27 -0.36
O 1.2825 2.8136 2.1146 0.25 0.34 0.17
N -0.3814 1.3026 1.8458 -0.45 -0.25 0.06
C -1.3025 1.8573 2.8119 0.00 0.40 0.31
C -1.9140 0.7452 3.6645 0.08 0.03 -0.01
C -3.0224 0.1466 2.7859 -0.08 -0.10 0.05
C -3.3716 1.2261 1.7418 -0.11 0.07 -0.05
C -2.5279 2.4507 2.1097 0.10 0.02 -0.02
C 1.9702 -0.2860 0.6588 0.28 -0.27 0.08
C 1.7339 -0.9670 1.8444 0.17 0.07 -0.11
C 2.2012 -2.2685 1.9656 -0.11 0.19 0.20
N 2.8793 -2.8964 1.0233 0.21 -0.50 0.10
C 3.1132 -2.2450 -0.1027 0.09 0.25 -0.23
C 2.6827 -0.9504 -0.3361 -0.05 0.06 0.22
N 0.1217 -2.4274 -2.1182 -0.40 0.01 0.07
C 0.5318 -3.5681 -1.4206 0.23 -0.48 0.12
C 1.5152 -4.4448 -1.8677 -0.05 0.00 -0.05
C 1.8344 -5.5316 -1.0714 -0.15 0.10 0.07
C 1.1619 -5.7072 0.1270 0.23 -0.22 -0.08
N 0.2130 -4.8868 0.5481 -0.21 -0.12 0.35
C -0.0905 -3.8495 -0.2022 0.02 0.29 -0.31
H 1.0634 0.2259 -3.7807 -0.02 -0.10 0.00
H -0.3214 -0.6367 -4.4240 0.07 0.04 0.02
H -0.9423 1.3144 -2.9271 -0.04 -0.07 -0.01
H -1.6735 -0.2180 -2.4698 0.07 0.13 0.10
H 2.0577 2.8426 -1.4022 -0.11 -0.09 -0.08
H 1.0700 2.2073 -2.7270 0.09 0.03 0.05
H 0.5879 4.5388 0.4504 0.22 -0.04 0.17
H -1.7370 5.8468 0.0124 -0.16 0.18 0.08
H -2.7378 4.7407 -2.2686 -0.10 -0.04 -0.15
H 2.4875 1.7260 0.2840 -0.26 -0.05 0.06
H -0.6866 0.4932 1.3148 0.22 0.07 -0.08
H -0.7475 2.5980 3.3924 -0.09 -0.12 -0.05
H -2.3366 1.1845 4.5681 0.01 0.02 0.04
H -1.1747 0.0028 3.9606 0.05 0.02 0.10
H -2.6698 -0.7583 2.2916 -0.04 -0.09 0.01
H -3.8897 -0.1245 3.3859 0.00 -0.10 -0.02
H -4.4346 1.4622 1.7414 -0.02 -0.02 -0.09
H -3.1107 0.8797 0.7412 -0.04 -0.01 -0.06
H -2.2520 3.0489 1.2418 0.01 0.07 0.03
H -3.0640 3.0895 2.8116 -0.03 0.06 0.06
H 1.2088 -0.5005 2.6619 -0.08 0.00 0.09
H 2.0255 -2.8365 2.8691 -0.08 0.02 0.13
H 3.6768 -2.7820 -0.8532 0.03 0.02 -0.13
H 2.9047 -0.4690 -1.2767 0.04 0.03 -0.13
H -0.6530 -1.9574 -1.6656 0.18 0.07 -0.12
H 2.0194 -4.2664 -2.8033 0.00 0.01 -0.02
H 2.5971 -6.2291 -1.3807 0.07 -0.07 -0.01
H 1.3833 -6.5388 0.7815 0.10 -0.10 0.00
H -0.8596 -3.1910 0.1831 -0.09 0.16 -0.05
```
Positions in Å, forces in eV/Å.

As for the energy: -1582.9578 a.u. The value obtained for the HOMO-LUMO gap is 9.10 eV. The SMILES is O=C(CCC(=O)N(Cc1ccco1)[C@@H](C(=O)NC1CCCC1)c1ccncc1)Nc1cccnc1. The calculation puts the LUMO energy at 0.48 eV. The energy above the lowest of the compared OMol25 structures with the same formula, charge and spin is 12.7 kcal per mole.

---

Record 3
Computed, not measured: a structure of composition C32H60F6N9O15S2V2 at a distorted geometry, with wB97M-V/def2-TZVPD.

Structure (XYZ):
```
126
Properties=species:S:1:pos:R:3:forces:R:3
V -2.1314 1.0005 -2.9217 -0.64 -2.60 1.01
V -1.7288 1.8467 2.0446 1.79 0.63 -1.06
N -3.9602 0.8555 -0.1163 0.15 -1.33 0.22
O -3.3597 1.4702 0.8186 -0.16 0.54 0.94
O -3.5110 0.9691 -1.2799 0.07 0.53 -0.92
O -4.8984 0.1397 0.1137 0.22 0.71 0.02
N -3.5526 -1.0709 -3.9125 -0.60 0.14 0.68
O -3.9642 0.1281 -4.0356 0.63 1.03 0.12
O -2.4726 -1.1154 -3.2209 0.80 0.41 -0.20
O -4.1355 -2.0299 -4.3174 0.67 0.73 0.14
N 0.1566 3.5059 2.9665 -1.43 -1.66 0.99
O 0.3402 2.4171 2.3222 0.48 -0.90 -0.21
O 0.9798 4.0680 3.6138 -0.30 0.25 -0.98
O -1.1077 3.7460 2.9998 -0.72 0.51 0.22
C -0.2781 4.9165 -1.1794 -0.56 -0.26 0.88
F -0.0300 5.4863 -0.0041 0.14 -0.08 -0.16
F -1.3843 5.4517 -1.6775 0.11 -0.07 -0.31
F 0.7471 5.0734 -1.9825 -0.03 0.10 -0.27
S -0.5106 3.0941 -0.8390 1.73 -1.11 1.18
O -1.1801 2.5282 -2.0219 -1.23 0.31 -1.60
O 0.8056 2.5478 -0.6849 -0.48 0.55 -0.17
O -1.3567 3.0193 0.3473 -0.25 0.72 -0.56
C 0.9750 -1.2108 -0.0211 0.46 1.01 -0.11
F 1.1995 -1.8695 1.0996 -0.18 -0.11 -0.04
F 1.7335 -0.1088 -0.0368 -0.20 -0.34 -0.08
F 1.2901 -1.9654 -1.0608 -0.29 -0.07 0.05
S -0.8022 -0.6743 -0.1007 -1.30 -0.59 1.01
O -0.9594 0.0266 -1.3624 0.34 0.47 -1.16
O -1.6063 -1.8462 0.0487 0.37 0.04 -0.18
O -0.9490 0.2443 1.0505 0.51 0.09 0.00
N -1.1934 -6.8540 1.3062 0.21 0.43 -0.41
C -1.2823 -5.6052 0.7453 -0.42 0.12 0.46
C -0.5478 -4.7498 1.5273 0.48 -0.21 0.52
C 0.0072 -5.5199 2.5956 -0.02 0.33 -0.35
C -0.3632 -6.8169 2.3913 -0.09 -0.39 0.12
H -1.7323 -7.6389 0.9923 0.16 -0.18 -0.01
H -2.0088 -5.4039 -0.0242 0.24 -0.04 -0.26
H -0.3045 -3.7074 1.4094 -0.44 0.05 -0.28
H 0.5561 -5.1105 3.4280 0.34 -0.22 -0.12
H -0.0048 -7.7315 2.8344 -0.31 0.05 0.30
N 3.0140 -1.0252 5.0557 -0.61 0.02 -0.38
C 2.9348 -1.0846 3.6891 0.50 0.51 -0.11
C 2.7198 0.1945 3.2136 -0.53 -1.43 0.15
C 2.4449 0.9870 4.3489 0.75 1.26 0.16
C 2.7051 0.2527 5.4733 -0.24 -1.04 -0.03
H 3.1161 -1.8323 5.6423 0.04 0.05 0.14
H 3.0064 -2.0074 3.1374 0.34 -0.06 0.15
H 2.7392 0.4135 2.1599 -0.30 0.41 0.09
H 2.2400 2.0463 4.3497 0.02 -0.01 0.00
H 2.6601 0.4510 6.5304 0.01 0.29 -0.06
N -3.3136 -3.3107 2.1020 0.30 0.16 0.96
C -4.4430 -2.5753 1.9106 -0.82 -0.16 -0.44
C -5.2068 -2.6356 3.0540 0.19 0.13 0.16
C -4.4745 -3.3933 3.9937 0.67 -0.23 0.57
C -3.2870 -3.7484 3.4055 -0.14 -0.15 -0.60
H -2.5232 -3.4544 1.4963 -0.22 0.22 -0.27
H -4.7573 -2.1853 0.9565 0.37 0.04 -0.07
H -6.1615 -2.1686 3.2270 -0.09 -0.05 -0.20
H -4.7142 -3.6990 5.0009 -0.27 0.28 -0.02
H -2.4148 -4.2565 3.7822 -0.12 -0.22 0.00
C 6.6740 2.9856 -2.6236 -0.15 -0.53 -0.16
C 6.3630 1.5541 -2.1894 0.37 -0.19 -0.52
N 5.2403 0.9717 -2.9425 -0.41 0.42 0.41
C 4.2967 0.3102 -2.0530 0.31 -0.79 -0.05
C 4.8153 -1.0191 -1.4642 0.04 0.82 0.22
C 5.7007 0.1624 -4.0674 0.13 0.44 -0.14
C 4.5544 -0.4184 -4.8861 0.01 0.42 -0.07
H 6.8319 3.0122 -3.7029 0.18 0.07 0.03
H 7.5627 3.3356 -2.1053 0.09 0.20 -0.05
H 5.8324 3.6451 -2.4171 -0.01 0.01 0.16
H 7.2241 0.8934 -2.3445 0.34 0.23 -0.09
H 6.2409 1.5180 -1.1057 -0.58 0.02 -0.01
H 4.0533 1.0302 -1.2736 -0.12 -0.10 0.13
H 3.3699 0.0538 -2.5669 -0.08 0.35 -0.27
H 5.6756 -0.8257 -0.8218 0.05 -0.17 0.02
H 4.0344 -1.4700 -0.8596 -0.02 -0.25 0.06
H 5.1182 -1.6968 -2.2588 -0.07 -0.16 0.05
H 6.4029 -0.5973 -3.7116 0.00 -0.38 -0.15
H 6.2845 0.8080 -4.7305 0.01 0.09 0.17
H 3.7740 0.3453 -4.9563 -0.20 -0.16 0.30
H 4.1807 -1.3453 -4.4564 -0.26 0.02 -0.08
H 4.8250 -0.5767 -5.9286 0.34 -0.34 0.08
C -4.0300 2.4499 4.2379 -0.32 -0.32 -0.87
C -3.6315 0.9857 3.9936 -0.81 1.35 0.36
N -2.1545 0.7711 3.8447 -0.52 -0.44 0.93
C -2.0313 -0.7159 3.8793 0.55 -1.38 -1.32
C -0.6083 -1.2458 3.7833 0.20 0.52 0.68
C -1.4775 1.3246 5.0485 0.75 1.50 0.69
C -1.9454 0.8647 6.4264 0.62 -0.32 0.08
H -3.6554 3.0968 3.4293 0.32 0.28 0.46
H -3.8079 2.8027 5.2392 0.33 0.28 -0.15
H -5.1092 2.5350 4.0921 -0.03 -0.20 0.19
H -3.9967 0.4280 4.8537 0.09 -0.40 -0.23
H -4.1750 0.6739 3.1016 0.37 -0.51 -0.01
H -2.6459 -1.0994 3.0591 0.11 0.13 -0.10
H -2.4697 -1.1976 4.7548 -0.27 0.76 0.28
H -0.0659 -0.8914 2.9145 0.01 -0.05 0.04
H -0.5840 -2.3339 3.8329 -0.27 -0.02 -0.27
H -0.0596 -0.9204 4.6750 0.17 0.01 -0.18
H -0.3890 1.2204 5.0198 -0.09 -0.75 -0.49
H -1.5183 2.4196 5.0448 -0.63 -0.08 -0.32
H -1.3873 1.4678 7.1458 -0.15 0.12 -0.02
H -3.0031 0.9803 6.6427 -0.06 0.01 -0.09
H -1.6269 -0.1566 6.6419 -0.28 -0.09 -0.10
C -0.2885 3.6493 -4.6636 -0.51 0.26 0.87
C -0.8430 2.4877 -5.4878 0.69 1.11 0.35
N -0.9233 1.1325 -4.8373 0.73 0.67 -0.28
C 0.4455 0.8754 -4.3145 0.50 -1.83 0.97
C 0.6665 -0.5997 -3.9358 0.29 -0.33 0.37
C -1.1103 0.1944 -5.9822 -1.58 -0.44 -0.75
C -2.4409 0.3544 -6.7751 0.58 -0.38 0.80
H 0.5856 3.4337 -4.0537 0.09 -0.21 -0.21
H -1.0450 4.0307 -3.9756 0.02 0.08 -0.05
H -0.0132 4.4835 -5.3087 -0.12 -0.17 -0.22
H -1.8167 2.8005 -5.8439 -0.07 -0.22 -0.26
H -0.1211 2.4265 -6.3082 -0.46 -0.51 -0.29
H 1.2674 1.0382 -5.0240 -0.54 0.84 -0.20
H 0.5855 1.4694 -3.4157 0.19 0.19 -0.12
H 1.4747 -0.6445 -3.2034 -0.03 0.11 -0.07
H -0.1807 -1.1030 -3.4722 -0.06 0.15 -0.07
H 0.9997 -1.2236 -4.7675 -0.15 0.21 -0.11
H -1.1319 -0.8352 -5.6346 0.52 0.09 0.21
H -0.2962 0.3446 -6.6968 0.25 -0.05 0.41
H -2.2565 0.0732 -7.8090 -0.08 0.20 -0.07
H -2.8419 1.3577 -6.6991 -0.18 0.00 -0.29
H -3.1574 -0.3561 -6.3707 -0.25 0.21 -0.16
```
Positions in Å, forces in eV/Å.

As for the energy: -6159.8079 a.u. The value obtained for the HOMO-LUMO gap (alpha / beta) is 4.50 / 5.49 eV. The expectation value of S² is 6.034. As for the net charge: +1. The calculation puts the LUMO energy (alpha / beta) at -5.43 / -4.44 eV. The energy above the lowest of the compared OMol25 structures with the same formula, charge and spin is 0.0 kcal per mole. The spin multiplicity is 5.